C43H122N10O13 | ωB97M-V/def2-TZVPD

```
188
Properties=species:S:1:pos:R:3:lowdin_charge:R:1
C -2.3391 4.8426 0.5740 -0.056
C -2.8733 3.5974 1.3108 -0.382
C -1.8777 3.0132 2.3388 -0.226
O -1.4386 3.9572 3.2745 -0.166
C -0.3136 3.4457 3.9638 -0.089
N -4.0348 4.1034 2.0839 0.021
H -3.1340 5.3221 0.0073 0.071
H -1.5965 4.4762 -0.1434 0.050
H -1.8120 5.5254 1.2364 0.083
H -3.2604 2.8294 0.6413 0.112
H -1.0461 2.6913 1.6940 0.102
H -2.2783 2.0945 2.7725 0.111
H 0.5208 3.3211 3.2616 0.077
H -0.5860 2.4654 4.3601 0.065
H -0.0254 4.1983 4.6944 0.094
H -4.2422 3.4427 2.8267 0.066
H -3.7338 4.9533 2.5482 0.063
C -1.0920 -1.9802 -2.8126 -0.059
C -2.3341 -1.8648 -3.6989 -0.438
C -2.0032 -1.0601 -4.9393 -0.192
O -3.1517 -0.3628 -5.3861 -0.181
C -2.8518 0.6038 -6.3585 -0.115
N -2.8121 -3.2155 -4.0186 0.045
H -0.7763 -1.0030 -2.4437 0.056
H -0.2862 -2.4307 -3.3997 0.083
H -1.2298 -2.6225 -1.9407 0.051
H -3.0921 -1.2995 -3.1413 0.105
H -1.6379 -1.7945 -5.6680 0.136
H -1.1981 -0.3543 -4.7163 0.099
H -2.7148 0.1658 -7.3477 0.104
H -2.0232 1.2637 -6.0719 0.079
H -3.6568 1.3433 -6.4260 0.035
H -3.7822 -3.1753 -4.3357 0.077
H -2.9896 -3.6613 -3.1162 0.067
C -1.2080 -3.9449 5.2241 -0.053
C -1.6460 -5.2195 4.5305 -0.425
C -0.5803 -6.3045 4.6205 -0.201
O 0.6507 -5.9528 4.0007 -0.242
C 1.6224 -6.9679 4.0998 -0.100
N -2.8251 -5.7152 5.2926 0.031
H -1.0076 -4.1534 6.2804 0.091
H -2.0392 -3.2404 5.2872 0.077
H -0.2629 -3.5560 4.8515 0.059
H -1.9455 -5.1244 3.4801 0.131
H -0.9950 -7.2202 4.1826 0.122
H -0.3205 -6.4304 5.6787 0.135
H 2.1257 -6.8845 5.0707 0.092
H 2.3851 -6.8126 3.3364 0.087
H 1.2097 -7.9759 4.0069 0.085
H -3.2707 -6.4797 4.7917 0.070
H -3.4828 -4.9421 5.2327 0.070
C 3.6299 1.5536 -1.4416 -0.049
C 4.2212 0.4255 -2.2809 -0.416
C 3.3209 -0.7690 -2.5812 -0.213
O 4.0549 -1.7661 -3.2618 -0.176
C 3.3650 -2.9925 -3.2656 -0.107
N 4.7963 1.0152 -3.5072 0.043
H 4.3462 2.1746 -0.9116 0.075
H 3.0504 1.0752 -0.6416 0.070
H 2.9394 2.1487 -2.0394 0.067
H 5.0910 -0.0177 -1.7815 0.138
H 2.4661 -0.3880 -3.1555 0.116
H 2.9632 -1.2277 -1.6529 0.093
H 3.9369 -3.7807 -3.7545 0.091
H 2.4014 -2.9740 -3.7837 0.084
H 3.2366 -3.3032 -2.2222 0.073
H 5.0078 0.2553 -4.1535 0.066
H 4.0587 1.5151 -4.0057 0.065
C 0.2941 -4.5680 -0.8647 -0.052
C 0.0397 -5.1096 0.5361 -0.398
C -0.4123 -6.5511 0.6276 -0.209
O 0.5845 -7.4870 0.2957 -0.182
C 0.2859 -8.8057 0.6888 -0.097
N 1.2768 -4.9302 1.3413 0.059
H -0.6255 -4.6567 -1.4450 0.073
H 1.1817 -5.0397 -1.2858 0.087
H 0.5120 -3.4998 -0.7962 0.057
H -0.6924 -4.4396 0.9941 0.118
H -1.2853 -6.7672 -0.0062 0.131
H -0.7959 -6.7148 1.6455 0.111
H 1.0394 -9.4696 0.2780 0.091
H -0.7196 -9.1154 0.3927 0.090
H 0.3226 -8.8809 1.7816 0.076
H 1.0134 -5.0230 2.3307 0.061
H 1.8323 -5.7712 1.1801 0.086
C 4.8677 4.4233 3.1424 -0.068
C 3.7700 4.0050 2.1773 -0.440
C 3.8681 4.8141 0.8766 -0.210
O 2.8181 4.3628 0.0479 -0.194
C 2.8900 4.9385 -1.2478 -0.110
N 3.6833 2.5481 1.9879 0.064
H 4.7865 5.4947 3.3258 0.079
H 5.8775 4.2281 2.7617 0.079
H 4.8570 3.8810 4.0888 0.075
H 2.8240 4.2218 2.6908 0.124
H 4.8857 4.7014 0.4829 0.133
H 3.7493 5.8717 1.1339 0.128
H 3.5828 4.4230 -1.9182 0.082
H 3.2380 5.9769 -1.2936 0.088
H 1.9042 4.9691 -1.7098 0.077
H 4.6484 2.2505 1.8312 0.077
H 3.1859 2.3891 1.1149 0.033
C -3.5325 1.2695 -1.8984 -0.050
C -4.9112 1.3136 -2.5620 -0.404
C -4.7734 1.8823 -3.9695 -0.208
O -6.0102 1.8176 -4.6517 -0.171
C -5.8979 2.1379 -6.0210 -0.090
N -5.4355 -0.0484 -2.6902 0.053
H -3.0997 2.2731 -1.8866 0.048
H -2.8724 0.5825 -2.4247 0.061
H -3.7221 0.9785 -0.8641 0.079
H -5.5836 1.9190 -1.9447 0.141
H -4.0230 1.2815 -4.5025 0.091
H -4.4576 2.9349 -3.9796 0.119
H -5.9065 3.2279 -6.1517 0.093
H -6.8038 1.8207 -6.5343 0.094
H -4.9862 1.7136 -6.4441 0.045
H -5.8172 -0.3131 -1.7861 0.079
H -6.2395 -0.0494 -3.3115 0.074
C -1.9282 4.8819 -2.9637 -0.060
C -2.3359 5.3037 -4.3771 -0.401
C -1.4855 6.4543 -4.8724 -0.223
O -2.0151 6.9604 -6.0623 -0.188
C -1.3034 8.0414 -6.6113 -0.105
N -2.1456 4.1217 -5.2536 0.058
H -2.4651 5.4231 -2.1831 0.068
H -0.8482 4.9160 -2.8104 0.076
H -2.1925 3.8427 -2.7414 0.052
H -3.4028 5.5485 -4.3237 0.141
H -0.4581 6.1091 -5.0636 0.133
H -1.4567 7.2232 -4.0861 0.135
H -0.3214 7.7032 -6.9548 0.092
H -1.3086 8.8772 -5.9036 0.091
H -1.8413 8.4106 -7.4855 0.087
H -2.6277 4.3949 -6.1134 0.089
H -2.7287 3.3613 -4.9114 0.038
C 2.6837 -3.1852 6.4053 -0.060
C 3.0348 -2.8702 4.9670 -0.440
C 3.3994 -1.4006 4.8453 -0.184
O 2.2416 -0.6159 5.1107 -0.219
C 2.6003 0.7613 5.2134 -0.100
N 4.1073 -3.7580 4.5201 0.042
H 2.5587 -4.2571 6.5923 0.070
H 1.7322 -2.7379 6.6955 0.071
H 3.4443 -2.8760 7.1247 0.082
H 2.1953 -3.1126 4.3045 0.108
H 3.7541 -1.2447 3.8193 0.121
H 4.1654 -1.1059 5.5670 0.125
H 1.7737 1.2537 5.7388 0.088
H 2.6167 1.3099 4.2708 0.062
H 3.4721 0.8854 5.8533 0.089
H 3.6771 -4.6630 4.3684 0.053
H 4.4696 -3.6270 3.5842 0.045
C -0.0811 -1.9529 2.2371 -0.033
C 0.4814 -0.5931 1.8602 -0.367
C -0.1778 0.0641 0.6669 -0.199
O 0.3703 1.3370 0.4546 -0.207
C 0.0565 1.9472 -0.7711 -0.084
N 0.2878 0.3043 3.0478 0.084
H 0.5996 -2.4402 2.9395 0.059
H -0.1724 -2.6452 1.3946 0.052
H -1.0352 -1.8962 2.7644 0.082
H 1.5560 -0.7029 1.6725 0.123
H -1.2773 0.0326 0.7196 0.138
H -0.0215 -0.5069 -0.2647 0.109
H 0.7129 2.8069 -0.8998 0.085
H -0.9792 2.3089 -0.7781 0.070
H 0.2375 1.2430 -1.5903 0.071
H 0.7986 1.1185 2.7019 0.057
H 0.8727 -0.1147 3.7773 0.055
C 3.7786 -2.2288 0.8525 -0.172
O 3.4999 -3.2412 1.7913 -0.156
H 4.3720 -1.4139 1.2683 0.081
H 4.3235 -2.6086 -0.0260 0.075
H 2.8970 -1.7975 0.3587 0.049
H 2.6599 -3.6443 1.4441 0.041
C 0.4359 1.9079 -4.3327 -0.176
O 0.6808 3.2942 -4.2357 -0.134
H 0.3185 1.5775 -5.3669 0.078
H 1.2099 1.3265 -3.8361 0.051
H -0.4987 1.6647 -3.8128 0.058
H -0.0960 3.7494 -4.5964 0.023
C -1.9678 0.0385 5.6390 -0.158
O -2.3838 0.1420 4.2804 -0.176
H -1.7652 1.0643 5.9506 0.068
H -2.8079 -0.3647 6.2036 0.073
H -1.1360 -0.6451 5.8173 0.067
H -1.6194 0.2769 3.6906 0.006
```

The value obtained for the LUMO energy is 0.471 eV. As for the multiplicity: 1. The calculation puts the HOMO energy at -0.3200 Eh. Its charge is 0. As for the molar mass: 987.506 g mol⁻¹. The calculation puts the HOMO-LUMO gap at 0.33733 Ha. The total energy comes out at -88081.560 eV.

C43H29ClF8IIrN4OSSbSe | ωB97M-V/def2-TZVPD

```
91
Properties=species:S:1:pos:R:3:lowdin_spin:R:1
Ir -0.7800 -0.9398 -0.2329 0.163
Cl 4.9514 -2.7443 3.0931 0.000
C 3.3550 -2.2228 2.7049 0.000
C 2.3992 -2.1586 3.6809 0.001
C 1.0860 -1.7240 3.3941 -0.001
I -0.3186 -1.6076 4.9111 0.000
C 0.7326 -1.3577 2.1190 0.001
O -0.4713 -0.8850 1.7760 0.005
C 1.7148 -1.4918 1.1015 0.000
N 1.2870 -1.1910 -0.1663 0.015
C 2.1510 -1.2113 -1.1622 0.011
C 3.5010 -1.5401 -0.9688 0.001
C 3.9418 -1.8810 0.2786 -0.001
C 3.0387 -1.8750 1.3657 0.001
H 2.6545 -2.4436 4.6925 0.000
H 1.7804 -0.9543 -2.1450 0.007
H 4.1728 -1.5194 -1.8147 0.000
H 4.9778 -2.1409 0.4501 0.000
F 0.2613 1.2610 -7.4839 0.024
C -0.0034 0.6236 -6.3690 0.065
C -0.2361 1.3412 -5.2005 -0.004
F -0.2075 2.6660 -5.2167 -0.006
C -0.4950 0.6661 -4.0288 0.041
F -0.7336 1.3872 -2.9389 0.011
C -0.5342 -0.7221 -3.9681 0.056
Se -0.8954 -1.7779 -2.4592 0.549
C -0.3160 -1.4180 -5.1675 0.050
F -0.3503 -2.7433 -5.1737 0.012
C -0.0522 -0.7656 -6.3553 -0.008
F 0.1561 -1.4445 -7.4664 -0.007
C -4.3905 -2.3932 2.2076 0.000
N -3.8722 -1.0882 2.6035 0.000
C -3.9740 -0.5899 3.8861 0.000
C -3.4272 0.6453 3.8815 0.000
N -3.0094 0.8705 2.5951 0.000
C -3.2695 -0.1841 1.8147 0.000
S -3.0308 -0.2471 0.0837 0.012
H -5.3792 -2.5248 2.6396 0.000
H -3.7335 -3.1819 2.5724 0.000
H -4.4718 -2.4246 1.1253 0.000
H -4.4345 -1.1516 4.6793 0.000
H -3.3096 1.3716 4.6655 0.000
H -2.5798 1.7215 2.2646 0.000
F -2.9238 6.6392 -2.1972 0.000
C -2.3232 5.5426 -1.7374 0.000
C -2.9277 4.3169 -1.9437 0.000
C -2.3044 3.1824 -1.4468 0.000
C -1.0939 3.2851 -0.7652 -0.001
C -0.5047 4.5373 -0.5792 0.000
C -1.1193 5.6772 -1.0671 0.000
Sb -0.0910 1.6243 0.0371 -0.002
C 0.1238 2.2699 2.0361 0.000
C 1.0629 1.7266 2.9126 0.000
C 1.1185 2.1325 4.2353 0.000
C 0.2153 3.0835 4.6754 0.000
F 0.2475 3.4594 5.9531 0.000
C -0.7231 3.6536 3.8356 0.000
C -0.7678 3.2317 2.5141 0.000
C 1.8297 2.0004 -0.7904 0.000
C 3.0033 1.8323 -0.0581 0.000
C 4.2409 2.1145 -0.6163 0.000
C 4.2890 2.5381 -1.9306 0.000
F 5.4767 2.7812 -2.4867 0.000
C 3.1472 2.7164 -2.6900 0.000
C 1.9164 2.4507 -2.1092 0.000
H -3.8648 4.2656 -2.4806 0.000
H -2.7720 2.2190 -1.5966 0.000
H 0.4427 4.6328 -0.0604 0.000
H -0.6849 6.6589 -0.9374 0.000
H 1.7667 0.9749 2.5827 0.000
H 1.8414 1.7209 4.9268 0.000
H -1.3898 4.4172 4.2139 0.000
H -1.4834 3.7009 1.8452 0.000
H 2.9768 1.4815 0.9653 0.000
H 5.1582 2.0145 -0.0518 0.000
H 3.2320 3.0669 -3.7099 0.000
H 1.0225 2.6325 -2.6898 0.000
N -1.4262 -2.9055 0.3735 -0.002
C -0.7936 -4.1223 -0.1080 0.001
C -1.3181 -4.7887 -1.2028 0.003
C -0.6894 -5.9393 -1.6586 0.000
C 0.4529 -6.4085 -1.0272 0.000
C 0.9608 -5.7379 0.0778 0.000
C 0.3384 -4.5897 0.5437 0.000
H -1.3057 -2.7833 1.3789 0.000
H -2.4145 -2.9109 0.1343 0.000
H -2.2253 -4.4379 -1.6819 0.002
H -1.1042 -6.4762 -2.5008 0.000
H 0.9422 -7.3017 -1.3903 0.000
H 1.8380 -6.1150 0.5863 0.000
H 0.7208 -4.0732 1.4177 0.000
```

The value obtained for the LUMO energy (spin up / spin down) is -5.603 / -8.062 eV. As for the multiplicity: 2. The calculation puts the HOMO energy (spin up / spin down) at -0.4834 / -0.4831 Eh. Its charge is +2. As for the molar mass: 1357.077 g mol⁻¹. The calculation puts the HOMO-LUMO gap (spin up / spin down) at 0.27747 / 0.18684 Ha. The total energy comes out at -180978.074 eV.

Which value of multiplicity does entry 1 give? 1